Entry from the Open Molecules 2025 dataset: a 6-piece molecular cluster, C6H24O6 overall (ωB97M-V with the def2-TZVPD basis set).

Structure (XYZ):
```
36
Properties=species:S:1:pos:R:3:mulliken_charge:R:1
O -0.857 1.665 0.513 -0.935
H -0.311 2.127 1.149 0.546
H -0.349 0.888 0.279 0.234
O -3.470 3.308 -0.195 -0.736
H -2.897 4.044 0.022 0.407
H -2.874 2.573 -0.338 0.300
O 0.878 3.735 2.239 -0.414
H -0.057 3.766 2.034 -0.063
H 0.926 3.934 3.174 0.401
O 2.778 2.250 0.839 -1.145
H 2.255 2.961 1.210 0.351
H 3.063 2.580 -0.013 0.383
C 1.078 -2.551 1.244 -1.236
C 1.776 -1.136 1.228 0.177
C 3.312 -1.212 1.298 -1.333
O 1.529 -0.655 -0.099 -0.410
H 1.673 -3.136 1.946 0.400
H 0.922 -3.098 0.314 0.258
H 0.113 -2.428 1.734 0.267
H 1.234 -0.552 1.971 0.359
H 3.851 -1.716 0.496 0.251
H 3.490 -1.661 2.275 0.391
H 3.815 -0.246 1.332 0.481
H 1.969 0.182 0.063 0.147
C -2.183 -2.251 -1.135 -1.205
C -2.350 -0.985 -1.960 0.610
C -1.159 -0.493 -2.708 -1.145
O -3.463 -1.182 -2.853 -0.569
H -3.079 -2.866 -1.054 0.388
H -1.897 -2.031 -0.107 0.265
H -1.428 -2.923 -1.544 0.258
H -2.511 -0.247 -1.174 0.053
H -1.316 0.565 -2.918 0.301
H -0.974 -0.978 -3.667 0.446
H -0.318 -0.496 -2.014 0.208
H -3.168 -1.733 -3.582 0.311
```

Kohn-Sham gap (alpha / beta) (eV): 2.7 / 10.7
ΔE to the lowest compared entry with this formula, charge and spin (kcal/mol): 5.3
Spin multiplicity: 2
Charge: -1
Molecular weight (g mol⁻¹): 192.25